Molecular formula: C31H62I3NO10P
Method: DFT, the ωB97M-V functional and the def2-TZVPD basis

Summary:
LUMO level	-2.2	eV
molecular weight	1020.52	Da
gap between HOMO and LUMO	8.61	eV
HOMO	-10.83	eV

The geometry in ORCA input format:
```
! wB97M-V def2-TZVPD RIJCOSX def2/J DEFGRID3
* xyz 1 1
C 5.1650 -3.7172 5.2508
C 5.0511 -4.8240 4.1968
C 3.7762 -5.6718 4.2820
C 2.4867 -5.2553 3.5323
C 1.8029 -4.0850 4.2655
N 1.8766 -2.8822 3.3628
C 2.5628 -3.3191 2.1038
I 2.3345 -1.9311 0.4966
C 2.4440 -4.8513 1.9794
C 1.1089 -5.4547 1.3946
I 0.7348 -4.9737 -0.7122
C -0.3050 -5.3416 2.0254
C -0.6350 -6.1412 3.3050
I -1.1926 -3.3821 2.1246
P 3.9477 -5.5418 1.0681
O 4.5823 -6.6147 1.8515
O 3.5552 -6.0075 -0.4032
O 4.8643 -4.2777 0.7462
H 5.1484 -4.1263 6.2632
H 4.3939 -2.9492 5.1727
H 6.1126 -3.1862 5.1190
H 5.2343 -4.3942 3.2105
H 5.8903 -5.5082 4.3555
H 3.4943 -5.7322 5.3428
H 4.0126 -6.6918 3.9880
H 1.8866 -6.1628 3.5512
H 2.3941 -3.8107 5.1424
H 0.8022 -4.2644 4.6425
H 1.0232 -2.3356 3.2294
H 2.5274 -2.2165 3.8219
H 3.6107 -3.1273 2.3424
H 1.2689 -6.5376 1.3317
H -0.9406 -5.7825 1.2565
H -0.7792 -5.5107 4.1811
H 0.0859 -6.9290 3.5145
H -1.6010 -6.6303 3.1517
H 3.2883 -6.9316 -0.4065
H 4.7576 -3.9270 -0.1446
C 1.4794 0.2058 5.2948
C 2.7895 0.1463 4.5530
O 3.4459 -0.8850 4.5239
C 3.2266 1.3892 3.8456
H 1.2741 -0.7499 5.7760
H 1.5193 0.9841 6.0570
H 0.6700 0.4540 4.6048
H 3.3268 2.2113 4.5520
H 2.4817 1.6780 3.1054
H 4.1805 1.2111 3.3536
C -4.6115 0.7470 0.4531
C -3.8701 -0.4968 0.8535
O -2.7725 -0.4628 1.3712
C -4.5393 -1.8253 0.5896
H -4.0208 1.6261 0.6967
H -4.8127 0.7441 -0.6184
H -5.5672 0.7964 0.9778
H -4.7354 -1.9567 -0.4751
H -5.4849 -1.8943 1.1287
H -3.8448 -2.5792 0.9417
C -8.0572 3.0411 -1.0663
C -7.0057 2.9222 -2.1453
O -5.8373 2.7662 -1.8674
C -7.4803 3.0075 -3.5720
H -7.5917 2.9664 -0.0861
H -8.5716 3.9995 -1.1498
H -8.7995 2.2492 -1.1791
H -7.9732 3.9669 -3.7404
H -8.2002 2.2123 -3.7733
H -6.6442 2.9092 -4.2554
C 1.4536 2.0005 -3.7568
C 2.5026 1.1396 -3.1066
O 3.5350 1.5889 -2.6661
C 2.2033 -0.3424 -3.0168
H 1.7798 3.0367 -3.7565
H 1.2825 1.6752 -4.7832
H 0.5087 1.9233 -3.2202
H 2.0555 -0.7660 -4.0108
H 1.2904 -0.4994 -2.4367
H 3.0400 -0.8468 -2.5351
C 4.7070 5.3407 3.0760
C 3.2827 5.1765 2.6069
O 2.6113 4.2222 2.9315
C 2.7375 6.2591 1.7116
H 4.9897 4.5043 3.7108
H 5.3789 5.3861 2.2177
H 4.8111 6.2708 3.6365
H 3.3430 6.3355 0.8072
H 2.7727 7.2210 2.2252
H 1.7098 6.0297 1.4417
C -1.1632 5.9518 -4.5684
C -0.8976 4.6611 -5.3029
O -0.8543 3.5994 -4.7256
C -0.6868 4.7615 -6.7939
H -1.2975 5.7496 -3.5087
H -0.3270 6.6394 -4.7053
H -2.0615 6.4290 -4.9630
H 0.1663 5.4068 -7.0092
H -1.5677 5.1971 -7.2680
H -0.5054 3.7722 -7.2070
C -4.9706 4.4551 -7.2870
C -5.2586 2.9949 -7.0385
O -6.2220 2.6384 -6.4009
C -4.2841 2.0025 -7.6233
H -5.7383 5.0658 -6.8184
H -3.9949 4.7182 -6.8751
H -4.9521 4.6559 -8.3593
H -3.2845 2.1806 -7.2232
H -4.2412 2.1153 -8.7077
H -4.5988 0.9917 -7.3766
*
```

Results of the Löwdin charge analysis, in e, for atoms 1 through 99: -0.09, -0.23, -0.17, -0.21, -0.06, 0.01, -0.69, 0.95, -0.40, -0.66, 0.92, -0.82, -0.15, 1.04, 0.48, -0.22, -0.21, -0.13, 0.08, 0.03, 0.08, 0.08, 0.12, 0.13, 0.10, 0.11, 0.12, 0.11, 0.04, 0.09, 0.06, 0.09, 0.01, 0.05, 0.08, 0.09, 0.09, 0.08, 0.00, -0.46, 0.01, -0.01, 0.08, 0.10, 0.10, 0.09, 0.09, 0.09, -0.02, -0.50, 0.00, -0.03, 0.09, 0.08, 0.09, 0.09, 0.09, 0.00, -0.02, -0.50, 0.05, -0.02, 0.07, 0.09, 0.09, 0.09, 0.09, 0.05, -0.04, -0.50, 0.07, -0.05, 0.08, 0.09, 0.08, 0.09, 0.07, 0.05, -0.02, -0.49, 0.05, -0.02, 0.08, 0.09, 0.09, 0.09, 0.09, 0.08, -0.02, -0.50, 0.05, -0.02, 0.08, 0.09, 0.08, 0.09, 0.07, 0.08, -0.01